Computed, not measured: a 17-piece molecular cluster, C19H72N18O17 overall, with ωB97M-V with the def2-TZVPD basis set.

Cartesian coordinates (Å):
C (-0.757, 0.658, -1.368)
C (-0.111, 0.371, 0.030)
O (1.022, -0.428, -0.076)
H (-1.622, 1.311, -1.462)
H (-1.014, -0.341, -1.666)
H (0.075, 0.964, -2.019)
H (-0.853, -0.110, 0.630)
H (0.136, 1.289, 0.553)
H (0.865, -1.142, 0.580)
C (5.018, -2.018, 2.129)
C (4.536, -2.218, 0.681)
O (3.688, -1.196, 0.267)
H (4.105, -2.198, 2.678)
H (5.250, -0.984, 2.315)
H (5.719, -2.732, 2.465)
H (3.978, -3.120, 0.756)
H (5.278, -2.241, -0.089)
H (3.366, -1.404, -0.614)
C (-1.632, -1.795, 4.509)
O (-1.536, -2.923, 5.318)
N (-1.793, -1.812, 3.187)
N (-1.482, -0.648, 5.099)
H (-2.118, -2.771, 2.905)
H (-1.932, -1.068, 2.538)
H (-1.381, -0.602, 6.142)
H (-1.710, 0.303, 4.668)
C (-1.822, 3.748, -2.818)
O (-2.890, 2.899, -2.843)
N (-1.232, 4.270, -1.821)
N (-1.224, 4.102, -3.901)
H (-1.763, 4.040, -0.995)
H (-0.449, 4.956, -1.843)
H (-1.564, 3.726, -4.791)
H (-0.403, 4.762, -3.971)
C (1.622, 0.488, 3.776)
O (0.734, 1.202, 3.003)
N (1.194, -0.181, 4.796)
N (2.846, 0.421, 3.563)
H (0.163, -0.421, 4.841)
H (1.880, -0.688, 5.324)
H (3.218, 0.783, 2.680)
H (3.438, -0.166, 4.121)
C (3.553, 0.641, -2.921)
O (3.239, 0.079, -4.106)
N (2.806, 1.520, -2.312)
N (4.653, 0.339, -2.255)
H (1.853, 1.677, -2.778)
H (2.848, 1.792, -1.277)
H (5.270, -0.393, -2.651)
H (5.005, 0.894, -1.509)
C (-2.897, -2.975, -1.089)
O (-2.143, -2.310, -0.106)
N (-3.646, -2.385, -1.988)
N (-2.824, -4.302, -1.158)
H (-3.884, -1.359, -1.893)
H (-3.920, -2.814, -2.875)
H (-2.207, -4.816, -0.453)
H (-3.686, -4.829, -1.421)
C (0.703, -2.316, -3.484)
O (0.908, -2.624, -4.796)
N (-0.084, -3.014, -2.682)
N (1.404, -1.411, -2.867)
H (-0.771, -3.615, -3.142)
H (-0.172, -2.920, -1.701)
H (1.977, -0.782, -3.446)
H (1.126, -1.036, -1.954)
C (3.481, 2.321, 1.107)
O (3.561, 3.585, 1.709)
N (4.302, 1.367, 1.268)
N (2.505, 1.976, 0.332)
H (5.044, 1.595, 1.962)
H (4.334, 0.416, 0.751)
H (1.720, 2.718, 0.308)
H (2.132, 1.019, 0.293)
C (-0.073, -5.543, -0.122)
O (0.056, -6.770, -0.676)
N (-1.107, -5.348, 0.673)
N (0.785, -4.549, -0.249)
H (-1.462, -6.173, 1.155)
H (-1.421, -4.491, 1.171)
H (1.660, -4.591, -0.887)
H (0.699, -3.679, 0.359)
C (-2.764, 1.599, 3.261)
O (-2.723, 1.168, 1.898)
N (-1.717, 1.708, 3.996)
N (-3.829, 1.854, 3.895)
H (-0.815, 1.561, 3.606)
H (-1.688, 2.084, 4.937)
H (-4.714, 1.841, 3.268)
H (-3.861, 2.144, 4.815)
C (0.419, 4.106, 1.577)
O (0.640, 3.829, 0.200)
H (-0.342, 4.873, 1.727)
H (1.238, 4.308, 2.200)
H (-0.029, 3.205, 1.931)
H (-0.166, 3.864, -0.317)
C (0.480, 1.618, -4.754)
O (0.883, 2.522, -3.781)
H (0.371, 2.139, -5.726)
H (-0.475, 1.180, -4.403)
H (1.066, 0.702, -4.794)
H (0.202, 3.257, -3.781)
C (-3.165, 4.527, 1.324)
O (-2.533, 3.560, 0.516)
H (-3.383, 5.472, 0.717)
H (-2.551, 4.853, 2.185)
H (-4.014, 4.083, 1.763)
H (-2.429, 2.738, 0.971)
C (1.476, -2.854, 2.624)
O (0.488, -2.387, 1.723)
H (1.741, -2.078, 3.300)
H (2.370, -3.279, 2.187)
H (1.036, -3.655, 3.113)
H (-0.291, -2.189, 2.254)
C (-1.910, -1.075, -5.307)
O (-2.306, -0.618, -4.080)
H (-1.497, -2.054, -5.208)
H (-1.177, -0.449, -5.844)
H (-2.704, -1.161, -6.032)
H (-2.369, -1.403, -3.530)
C (-3.963, 0.631, -0.703)
O (-3.964, 0.443, -2.094)
H (-3.461, 1.575, -0.441)
H (-3.352, -0.105, -0.175)
H (-4.899, 0.680, -0.227)
H (-3.492, 1.207, -2.356)

Results
HOMO level = -8.018 eV
Lowest unoccupied orbital energy = -0.508 eV